No. 1
101
Properties=species:S:1:pos:R:3 method="wB97M-V/def2-TZVPD" charge=+1 e_lumo_ev=-6.66 e_tot_ev=-118389.65986 homo_energy_ev=-8.0 gap_ev=1.33 mol_weight_g_mol=828.7 multiplicity=1
C -3.59020 4.00529 2.55196
C -2.42575 3.06197 2.31893
C -1.94391 3.29774 0.90716
C -1.39157 2.04284 0.23542
C -1.15059 2.40594 -1.25962
C -2.50194 2.34280 -1.96854
C -2.92184 0.97552 -2.35489
F -3.45181 2.98170 -1.19547
C -0.03591 1.70341 0.88529
N 0.31209 0.24119 0.92629
C 1.41358 0.02908 1.91806
C 1.83343 -1.41950 1.93236
O 2.09657 -2.00742 0.90408
O 1.99786 -2.00237 3.21205
C 1.09126 -2.95483 3.57732
C 0.43357 -3.79965 2.54466
O 0.87998 -3.10538 4.78042
C -0.83729 -0.67136 1.14509
S -1.44454 -0.73073 2.85362
C -1.91951 -0.31615 0.17382
N -2.38446 1.01294 0.44537
H -3.29404 5.01049 2.30519
H -4.33828 3.75383 1.79471
H -3.97300 4.00047 3.56912
H -1.64563 3.27829 3.03942
H -2.71785 2.03323 2.47673
H -2.78500 3.65092 0.34201
H -1.18095 4.06621 0.88725
H -0.47678 1.70057 -1.72115
H -0.74125 3.40083 -1.34900
H -2.44531 2.91224 -2.89100
H -3.34209 0.38192 -1.57390
H -3.87664 1.10954 -3.08894
H -2.13066 0.47140 -2.89614
H 0.11824 2.13012 1.86296
H 0.70656 2.14903 0.24191
H 0.72040 -0.01674 0.01496
H 1.15985 0.40990 2.89080
H 2.24241 0.61021 1.53909
H -0.50777 -3.34279 2.27973
H 0.27672 -4.77882 2.95287
H 1.01906 -3.89180 1.64425
H -0.51477 -1.66282 0.87349
H -1.08744 0.46789 3.31590
H -2.71894 -1.03312 0.25458
H -1.46997 -0.44115 -0.81279
H -3.26457 1.23304 -0.01842
F -5.04866 1.05872 -0.61335
N 0.85988 -0.88069 -2.49759
O 1.56286 -0.96429 -3.49272
O 0.91125 0.16052 -1.76450
O 0.06561 -1.78985 -2.16647
Li -5.62442 2.39095 2.53644
F -5.17693 1.14652 -2.95145
C 2.48095 -4.93314 -6.99425
C 1.46525 -4.53779 -5.95772
C 0.06119 -5.04087 -6.23308
O -0.74611 -4.08270 -5.52474
C -0.02857 -2.89723 -5.49768
O -0.46207 -1.87420 -5.13848
O 1.23901 -3.12606 -5.91527
H 2.17162 -4.58429 -7.97736
H 3.44526 -4.48123 -6.76735
H 2.59531 -6.01512 -7.02799
H 1.81684 -4.83635 -4.95094
H -0.13640 -6.01353 -5.81065
H -0.19023 -5.04292 -7.29081
Li -0.27839 -5.53348 -3.90503
F 4.27955 -2.43048 0.98677
O -3.39201 -7.74864 -8.03404
V -1.82348 -7.32638 -8.46155
O -0.22716 -6.75040 -8.62889
C 4.94059 2.65549 9.12845
C 3.57599 3.21437 8.76687
N 2.73742 2.23357 8.05397
C 1.39420 2.03216 8.25924
C 1.00080 1.06570 7.39349
N 2.10715 0.69926 6.67150
C 3.13982 1.42405 7.07982
C 2.17207 -0.32874 5.61892
H 5.52000 2.39563 8.24311
H 5.50457 3.40030 9.68348
H 4.84514 1.76143 9.74364
H 3.67200 4.09538 8.13351
H 3.03714 3.50550 9.66446
H 0.86507 2.60063 9.00235
H 0.05259 0.59363 7.21163
H 4.13677 1.35737 6.68251
H 2.86575 -1.10057 5.93669
H 2.52635 0.11501 4.69528
H 1.19772 -0.77807 5.46178
C -0.08762 0.89139 -6.10869
S -0.14570 2.67337 -5.97094
O -1.47867 3.02507 -5.39907
C -0.23136 3.01669 -7.73105
H -0.07173 0.47486 -5.10780
H -0.96822 0.53621 -6.64356
H 0.82240 0.60040 -6.63173
H -1.10592 2.52440 -8.15523
H 0.67959 2.65952 -8.20966
H -0.31538 4.09305 -7.86132



No. 2
114
Properties=species:S:1:pos:R:3 method="wB97M-V/def2-TZVPD" e_lumo_ev=-1.59 e_tot_ev=-161843.80177 homo_energy_ev=-10.3 gap_ev=8.75 mol_weight_g_mol=1165.5 multiplicity=1
Rb 13.88017 -0.80173 30.20757
C 10.80000 1.11026 27.53374
F 11.32089 -0.13140 27.37910
F 11.57576 1.93940 26.84618
F 9.55567 1.09864 27.12837
S 10.89591 1.54512 29.32882
O 10.12069 2.74536 29.42882
O 10.39150 0.41670 30.05187
N 12.48627 1.67462 29.58966
S 12.85499 3.18349 29.97184
O 12.78740 4.06937 28.85081
O 12.30237 3.67866 31.19112
C 14.66721 3.01756 30.29412
F 15.30224 2.58975 29.18781
F 15.14478 4.20560 30.59706
F 14.91937 2.14402 31.27514
C 10.43712 -5.93232 22.92674
O 10.29690 -4.73530 23.67678
C 11.35886 -3.93382 23.71478
O 12.37720 -4.09163 23.09164
O 11.10097 -2.96001 24.58658
C 12.06829 -1.92451 24.71712
H 10.67954 -5.73880 21.87979
H 9.50380 -6.48174 22.95813
H 11.26084 -6.52786 23.32290
H 12.97279 -2.17384 24.16587
H 12.37516 -1.90928 25.76847
H 11.66266 -0.95648 24.44475
C 8.80083 5.42697 30.92971
O 9.28547 6.73960 31.23219
C 9.72752 6.97321 32.45345
O 9.98746 6.13774 33.28716
O 9.94389 8.27997 32.56620
C 10.39231 8.73865 33.83205
H 9.37567 5.01816 30.10894
H 7.75202 5.53153 30.64240
H 8.79299 4.79916 31.81799
H 9.67467 8.48068 34.61142
H 10.49348 9.81914 33.84464
H 11.36676 8.28812 34.02145
C 19.84682 3.86250 31.98380
C 20.35158 4.48814 33.12263
C 19.55410 5.33078 33.88005
C 18.25745 5.56476 33.45750
C 17.75521 4.95360 32.33672
C 18.53964 4.09419 31.57807
N 17.38846 6.47863 34.20490
O 16.35164 6.83903 33.67128
O 17.80630 6.89543 35.27041
H 20.49981 3.13961 31.50948
H 21.35495 4.24348 33.44382
H 19.97191 5.83927 34.73690
H 16.75360 5.14257 31.98496
H 18.15980 3.67993 30.65498
O 14.86690 3.89434 33.95712
S 13.99421 4.57041 34.85008
O 12.92223 3.86584 35.48549
O 14.86637 5.26687 35.96950
C 14.28775 6.30806 36.75802
C 15.35014 6.83264 37.70488
C 13.22569 5.90750 33.95512
H 13.47118 5.91832 37.37058
H 13.92352 7.15159 36.17179
H 15.63757 6.09503 38.44994
H 14.98058 7.74426 38.17708
H 16.23420 7.14476 37.14699
H 12.78928 5.39587 33.10043
H 14.03017 6.58138 33.66630
H 12.51919 6.40035 34.61114
O 7.56353 2.26973 36.63528
S 8.93716 2.53890 36.39855
O 9.90006 2.39167 37.43979
O 9.30857 1.61629 35.16817
C 10.65794 1.67110 34.67408
C 10.57959 1.61643 33.15855
C 9.13324 4.17861 35.75114
H 11.27881 0.87757 35.08201
H 11.11276 2.63457 34.89096
H 9.94129 0.80780 32.79975
H 11.56208 1.42150 32.72294
H 10.24960 2.56948 32.74826
H 10.17594 4.43702 35.58097
H 8.71858 4.83946 36.50508
H 8.64845 4.16542 34.77732
O 14.30247 0.53266 23.92247
S 15.40205 1.08913 24.64621
O 16.72068 1.00156 24.13052
O 15.13293 2.61854 24.92131
C 13.76469 3.00152 25.23080
C 13.55370 4.41003 24.71620
C 15.38954 0.41483 26.29175
H 13.63128 3.00123 26.31322
H 13.09199 2.32399 24.71356
H 13.59844 4.37662 23.62866
H 14.26045 5.14773 25.09313
H 12.57534 4.76052 25.04701
H 16.09375 -0.41631 26.29082
H 14.40466 -0.00774 26.49075
H 15.66901 1.17502 27.01457
O 8.69364 5.44627 21.91789
S 8.30895 4.93372 23.16793
O 7.94944 3.56204 23.32446
O 9.49971 5.23507 24.17667
C 9.52540 4.49656 25.41518
C 10.07156 5.33388 26.54533
C 7.02145 5.89521 23.88266
H 10.03616 3.54075 25.27690
H 8.52167 4.15316 25.68411
H 9.49589 6.25866 26.61763
H 11.13442 5.55125 26.51482
H 9.83269 4.77155 27.45209
H 6.10573 5.70335 23.33251
H 7.28768 6.94874 23.86744
H 6.94367 5.57184 24.91828



No. 3
97
Properties=species:S:1:pos:R:3 method="wB97M-V/def2-TZVPD" charge=+2 e_lumo_ev=-4.83 e_tot_ev=-109442.41144 homo_energy_ev=-13.6 gap_ev=8.82 mol_weight_g_mol=869.3 multiplicity=1
Zr 0.45496 0.03321 -0.31283
F 2.69521 -3.57449 -1.04963
C 2.91886 -2.53338 -1.84452
F 3.91053 -2.78874 -2.66533
F 3.23087 -1.46975 -1.08154
S 1.38244 -2.12982 -2.79122
O 0.49459 -1.64188 -1.70134
O 0.97268 -3.35070 -3.38846
N 1.73815 -1.01534 -3.78007
S 1.65213 0.56174 -3.48010
O -1.11128 -0.05670 -3.49264
O 1.54743 0.82809 -1.97056
C 3.46009 0.99101 -3.69079
F 4.22877 0.34879 -2.82466
F 3.55751 2.29932 -3.48246
F 3.82273 0.69818 -4.92393
C -1.54404 -0.25836 2.55215
O -1.26360 0.15515 1.20903
Si -2.13034 1.50442 0.51337
C -3.95494 1.19862 0.67877
C -1.69961 2.95531 1.59358
C -1.24909 1.35109 -1.08270
Si -0.87666 3.09979 -1.81186
C -2.38337 4.19155 -1.49123
C -0.52723 3.09210 -3.66412
C 0.60066 3.96253 -1.07003
Si -2.24266 0.41749 -2.36126
C -1.50431 -0.59370 -4.75517
C -3.60484 1.40384 -3.15035
C -2.99772 -1.18671 -1.69268
H -2.49664 -0.78974 2.58011
H -1.61562 0.61284 3.20448
H -0.74779 -0.90874 2.90172
H -4.24202 1.15948 1.73281
H -4.31415 0.29473 0.18822
H -4.49153 2.04705 0.24511
H -0.63856 3.20577 1.54985
H -1.97087 2.74881 2.63252
H -2.26568 3.84011 1.30028
H -2.64771 4.74024 -2.39730
H -2.16932 4.93634 -0.72253
H -3.27604 3.64146 -1.18635
H -0.84546 2.21001 -4.21495
H 0.54540 3.22313 -3.82857
H -1.01569 3.96026 -4.11261
H 0.46022 4.28253 -0.04076
H 0.76203 4.86209 -1.67240
H 1.51047 3.36337 -1.12779
H -1.96028 0.17417 -5.38290
H -2.21667 -1.41537 -4.63535
H -0.61682 -0.97867 -5.25483
H -3.23980 2.29820 -3.65721
H -4.33760 1.71467 -2.40214
H -4.13687 0.79838 -3.88860
H -2.52930 -2.03634 -2.19905
H -4.07069 -1.24019 -1.88794
H -2.86509 -1.30171 -0.61526
O 1.84744 3.34513 1.75556
C 2.01918 2.14505 1.73294
O 1.47822 1.30224 0.91864
C 2.94379 1.53222 2.79757
N 3.55198 2.70920 3.52236
C 3.13776 2.64945 4.97265
C 1.84565 1.85206 4.92049
C 2.15055 0.77634 3.87573
H 3.72122 0.93183 2.33233
H 3.10918 3.52321 3.04770
H 4.56151 2.76869 3.41014
H 3.04129 3.66006 5.35947
H 3.91673 2.12264 5.52010
H 1.02220 2.49069 4.59404
H 1.59059 1.43863 5.89317
H 1.26229 0.31527 3.45205
H 2.76246 -0.01928 4.30100
C -0.62080 -4.44369 -0.96766
N -1.44880 -4.42334 0.27030
C -1.29490 -5.70213 1.02081
C -1.24009 -3.16117 1.09939
C 0.16401 -2.90668 1.59535
C 0.65772 -3.75097 2.59201
C 1.93865 -3.59616 3.09737
C 2.72084 -2.56170 2.61468
C 2.18616 -1.67806 1.68575
C 0.89860 -1.78940 1.14341
H -0.81719 -5.36278 -1.51389
H 0.42499 -4.39638 -0.67886
H -0.87647 -3.58568 -1.57781
H -2.42443 -4.37944 -0.02616
H -0.24275 -5.86557 1.22999
H -1.67001 -6.50924 0.39619
H -1.86452 -5.65604 1.94556
H -1.94471 -3.25476 1.92799
H -1.56610 -2.34796 0.45658
H 0.03338 -4.53315 3.00625
H 2.31259 -4.27104 3.85530
H 3.73573 -2.43469 2.97218
H 2.83027 -0.86898 1.35333



No. 4
83
Properties=species:S:1:pos:R:3 method="wB97M-V/def2-TZVPD" charge=+1 e_lumo_ev="-3.43 / -3.42" e_tot_ev=-67257.31331 homo_energy_ev="-11.0 / -10.9" gap_ev="7.56 / 7.52" mol_weight_g_mol=636.8 multiplicity=3 s_squared=2.0057
O -1.05911 -1.28805 -1.26622
O 1.06037 0.80563 -3.94534
C -0.22174 -2.47059 -1.58078
C -0.92066 -3.83071 -1.57114
H 0.59263 -2.46468 -0.83080
H 0.20302 -2.25520 -2.56503
H -1.29256 -4.11835 -0.57112
H -0.18906 -4.59763 -1.88023
H -1.73818 -3.89749 -2.30384
C -2.10405 -0.89640 -2.22125
C -1.75455 -1.23119 -3.64155
H -2.17429 0.17967 -2.06075
H -3.06924 -1.31899 -1.91771
H -0.78094 -0.80853 -3.89711
H -2.50225 -0.77823 -4.29505
H -1.78134 -2.30467 -3.83566
C 0.56715 2.15773 -3.78619
C 2.24596 0.75855 -4.76914
C -0.68961 2.25572 -4.63827
H 1.32814 2.91676 -4.08753
H 0.34763 2.26414 -2.70977
H -0.43363 2.19313 -5.70793
H -1.20060 3.21129 -4.49630
H -1.38270 1.44076 -4.36998
C 1.93859 0.91956 -6.25773
H 2.68783 -0.22829 -4.59128
H 2.94195 1.54955 -4.43810
H 1.04689 0.34216 -6.55873
H 2.77815 0.56901 -6.86838
H 1.78972 1.97056 -6.54507
H 3.21745 1.25141 -1.79087
Pr -0.59580 -0.58329 0.83194
C 2.58413 0.59160 -1.24797
Si 3.77824 0.56942 0.21100
H 2.34997 -0.33602 -1.77191
H 1.65600 1.16346 -1.07916
C 5.11480 -0.54627 -0.44796
C 3.07351 0.02608 1.82758
C 4.23079 2.38896 0.17844
C -2.55907 -1.71212 1.48995
Si -3.77985 -0.34146 1.17028
H -2.42536 -1.96302 2.56146
H -2.75902 -2.65424 0.95823
C -5.16674 -0.94673 0.05032
C -3.15375 1.22880 0.30184
C -4.41675 0.19186 2.85034
H 3.88391 2.90812 -0.72295
H 5.31509 2.49435 0.21861
H 3.78371 2.90044 1.03212
H 4.88768 -1.58550 -0.18474
H 6.06286 -0.25368 0.01119
H 5.21518 -0.48776 -1.54071
H 2.53482 -0.92642 1.78839
H 2.43028 0.77989 2.28540
H 3.91759 -0.12651 2.50967
H -3.76074 1.36156 -0.60645
H -2.09670 1.35055 -0.00370
H -3.36764 2.08434 0.96012
H -5.36179 0.74418 2.76853
H -3.67696 0.83045 3.35358
H -4.58106 -0.70386 3.46392
H -6.11443 -0.46532 0.33189
H -5.27866 -2.03448 0.15700
H -4.97235 -0.72098 -1.00867
O -0.79232 3.53554 1.96247
C -0.39355 2.37434 1.91692
O -0.15409 1.67653 0.81765
C -0.21179 1.64835 3.23040
C -0.22785 2.28635 4.47244
C -0.00939 1.54175 5.60714
C 0.23714 0.15410 5.52722
C 0.53287 -0.68935 6.63081
C 0.80535 -2.02440 6.44982
C 0.79237 -2.60931 5.17268
C 0.47085 -1.83103 4.05955
C 0.18976 -0.45450 4.22954
N -0.07725 0.30542 3.12686
H -0.42122 3.36413 4.46289
H -0.00691 2.01938 6.59298
H 0.53753 -0.22269 7.62054
H 1.04756 -2.64851 7.32188
H 1.02613 -3.66627 5.04059
H 0.45190 -2.28285 3.05891



No. 5
82
Properties=species:S:1:pos:R:3 method="wB97M-V/def2-TZVPD" charge=+4 e_lumo_ev=-13.60 e_tot_ev=-82250.55834 homo_energy_ev=-19.4 gap_ev=5.82 mol_weight_g_mol=533.5 multiplicity=1
Ti -0.13475 -0.43469 -0.52521
P 0.46500 -2.42938 -1.55643
P 2.35349 0.08966 0.18420
P -2.58522 0.38179 -0.72868
H 1.12034 3.52826 -1.04452
C 0.18463 3.57785 -0.47831
C 0.15758 3.36440 0.82305
H 1.06169 3.29237 1.42527
C 1.67378 -2.31158 -2.91079
C 1.24635 -3.76022 -0.56675
C -1.16008 -2.98911 -2.17247
C 3.18801 1.57510 0.88530
C 2.65048 -1.10426 1.54440
C 3.67096 -0.38596 -1.01824
C -3.13758 1.84585 0.23284
C -3.77549 -0.89411 -0.18362
C -3.34993 0.61418 -2.37729
H -0.71361 3.72660 -1.07569
H -0.75866 3.01631 1.31425
H 1.19402 -2.56902 -3.87591
H 2.56384 -2.93548 -2.73685
H 2.02517 -1.27102 -3.00327
H 1.04618 -4.71852 -1.07771
H 0.82726 -3.75768 0.45467
H 2.33641 -3.57882 -0.51688
H -1.01619 -3.90340 -2.75994
H -1.62721 -2.21383 -2.80176
H -1.83309 -3.19486 -1.32699
H 4.28118 1.46037 0.79621
H 2.96710 1.71780 1.95023
H 2.89049 2.48742 0.35554
H 3.21017 -1.96649 1.16075
H 1.69170 -1.45247 1.94342
H 3.22742 -0.60251 2.33277
H 4.64748 -0.01638 -0.66714
H 3.45447 0.06784 -1.99498
H 3.72683 -1.47797 -1.12899
H -4.21061 2.03286 0.04000
H -2.54802 2.73609 -0.04215
H -2.98255 1.62949 1.30355
H -4.77470 -0.58894 -0.52988
H -3.74607 -0.98307 0.90604
H -3.49606 -1.84462 -0.65795
H -4.37577 1.00286 -2.28552
H -3.40733 -0.36707 -2.87652
H -2.76327 1.26010 -3.04298
C 0.01652 1.08673 -3.42946
C 0.47604 0.31384 -4.48385
C 0.24644 0.71683 -5.79426
C -0.51433 1.84552 -6.06142
C -1.07470 2.54992 -5.00535
C -0.74609 2.22819 -3.68029
O 0.32070 0.76973 -2.09211
H 0.39696 1.58541 -1.49126
H 0.96793 -0.63257 -4.34306
H 0.68328 0.13383 -6.59956
H -0.65174 2.16031 -7.09078
H -1.76902 3.36913 -5.16891
H -1.15118 2.78590 -2.84355
C 1.03235 -0.86802 4.83403
N 0.72277 0.55821 4.65294
C 1.76993 1.40765 5.26875
C 0.39576 0.97981 3.24026
C -0.65137 0.05446 2.72215
C -1.77765 -0.18201 3.51960
C -2.42593 -1.40699 3.37549
C -2.06606 -2.31278 2.37739
C -1.13571 -1.92631 1.42325
C -0.46663 -0.68761 1.55824
H 1.83338 -1.18430 4.17063
H 0.15583 -1.48184 4.66476
H 1.35395 -1.02353 5.86320
H -0.14151 0.73284 5.18010
H 2.71422 1.28019 4.72008
H 1.44906 2.45179 5.23576
H 1.89679 1.09923 6.31410
H 0.06284 2.02458 3.30162
H 1.31938 0.97590 2.64226
H -2.04932 0.53340 4.30332
H -3.24412 -1.63393 4.04469
H -2.50883 -3.31228 2.34254
H -0.90574 -2.64698 0.63961